(1)
Below is C32H37BFeO2 as an isolated structure at a distorted geometry, with properties calculated with ωB97M-V/def2-TZVPD.

Summary:
M   520.30 g/mol
Total charge   0
DFT total energy   -2680.37973 Eh
2S+1   5
F_max   2.79 eV/A
⟨S²⟩   6.082

Cartesian coordinates (Å):
1 C -0.47379 0.99433 3.87582
2 C -1.92365 0.82531 3.42100
3 C -2.77947 1.72452 4.31564
4 O -2.05880 1.24115 2.07755
5 B -1.90905 0.06848 1.20580
6 C -3.39412 -0.10734 0.37717
7 C -3.84013 -1.38524 0.05487
8 C -5.11445 -1.59080 -0.51607
9 C -5.98048 -0.51439 -0.73646
10 C -5.54407 0.76965 -0.39363
11 C -4.27335 0.96465 0.19344
12 C -0.66089 0.44747 0.12778
13 C -0.68855 1.83678 -0.31781
14 C 0.43806 -0.44881 -0.17721
15 O -1.81565 -1.11676 2.07052
16 C -2.30049 -0.75173 3.35884
17 C -1.61699 -1.61933 4.41606
18 C -3.79651 -0.99632 3.51890
19 H -0.37150 0.78390 4.95243
20 H 0.19373 0.32441 3.31424
21 H -0.14890 2.02830 3.70282
22 H -2.71307 1.44726 5.37829
23 H -2.41680 2.75778 4.23121
24 H -3.83175 1.72064 4.02077
25 H -3.21244 -2.25389 0.25050
26 H -5.41666 -2.60052 -0.79178
27 H -6.98383 -0.67710 -1.14795
28 H -6.18709 1.63202 -0.58587
29 H -4.00131 1.97840 0.49768
30 H -1.74939 2.11636 -0.41665
31 H -0.28100 2.51481 0.44799
32 H -0.16412 2.03740 -1.26639
33 H 0.82854 -0.56037 0.85075
34 H 0.02436 -1.42738 -0.47350
35 H -1.89558 -1.29509 5.42973
36 H -1.94724 -2.66147 4.30592
37 H -0.52565 -1.59671 4.32568
38 H -4.11171 -0.87441 4.56798
39 H -4.40690 -0.33346 2.89850
40 H -4.02433 -2.03168 3.23609
41 C 3.11889 -2.81508 -4.54012
42 C 3.41105 -2.70534 -3.11573
43 C 4.45876 -1.70439 -2.94983
44 C 4.80914 -1.20961 -4.26798
45 C 3.99015 -1.89147 -5.24562
46 Fe 2.85107 -0.99391 -3.86730
47 C 2.26823 0.69627 -4.68585
48 C 1.24198 -0.31319 -4.80153
49 C 0.90924 -0.77128 -3.45995
50 C 1.70730 -0.03368 -2.49987
51 C 1.75846 -0.24993 -0.98615
52 C 2.70730 0.72642 -0.29118
53 C 3.56622 0.21089 0.68899
54 C 4.30970 1.08291 1.48821
55 C 4.07322 2.46699 1.37766
56 C 3.18817 2.97170 0.42159
57 C 2.59746 2.10043 -0.49412
58 C 2.59561 0.84825 -3.27902
59 H 2.46280 -3.55303 -4.99756
60 H 3.00493 -3.33981 -2.33167
61 H 4.97579 -1.46803 -2.01860
62 H 5.64429 -0.55010 -4.49000
63 H 4.11224 -1.83743 -6.32531
64 H 2.69755 1.28895 -5.48820
65 H 0.74458 -0.60488 -5.72127
66 H 0.13939 -1.48943 -3.19002
67 H 2.33220 -1.20830 -0.86473
68 H 3.60019 -0.87891 0.82736
69 H 5.02187 0.66712 2.21196
70 H 4.55311 3.13938 2.08773
71 H 2.92257 4.02879 0.37169
72 H 1.98218 2.47465 -1.31584
73 H 3.31938 1.54420 -2.84840


(2)
Below is C32H37N9O4S3Sn as an isolated structure at a distorted geometry, with properties calculated with ωB97M-V/def2-TZVPD.

Summary:
M   826.62 g/mol
Total charge   -2
DFT total energy   -3444.36141 Eh
F_max   3.38 eV/A

Cartesian coordinates (Å):
1 Sn 13.24383 11.08769 11.57627
2 O 10.55970 7.40417 10.97022
3 C 11.50660 8.25235 10.97170
4 N 11.38147 9.57523 10.94029
5 C 10.03184 9.85934 10.87376
6 C 9.64856 11.35405 11.10206
7 C 8.34799 11.72278 10.88337
8 C 8.04046 13.06926 11.02411
9 C 9.06086 14.01107 11.30031
10 C 10.35742 13.52989 11.50976
11 N 10.61711 12.20193 11.46885
12 C 12.91125 7.75922 11.11419
13 C 13.16002 6.40203 10.96037
14 C 14.46311 5.92937 11.17670
15 C 15.46989 6.85329 11.56882
16 C 15.11383 8.19990 11.68537
17 N 13.88940 8.65869 11.44127
18 H 9.46098 9.23387 11.57088
19 H 9.61483 9.58148 9.91534
20 H 7.53592 11.03034 10.67975
21 H 7.01479 13.33912 10.86964
22 H 8.89725 15.03289 11.26716
23 H 11.18803 14.18501 11.81168
24 H 12.42354 5.74428 10.52296
25 H 14.62662 4.81796 11.16602
26 H 16.47837 6.61544 11.91058
27 H 15.92081 8.94981 11.86856
28 C 16.28446 10.29963 15.44523
29 C 15.17202 10.71293 14.56106
30 S 15.53015 11.40237 12.97464
31 C 13.95240 10.33111 14.93032
32 C 13.50546 9.78458 16.22231
33 S 12.52634 10.39510 13.85158
34 H 17.00763 9.85338 14.82312
35 H 15.96692 9.59071 16.21160
36 H 16.77538 11.06043 16.00108
37 H 13.78690 8.71866 16.29223
38 H 12.42881 9.83267 16.27849
39 H 13.92602 10.34337 17.05164
40 N 12.23480 13.33515 15.49995
41 C 11.85072 14.59636 14.97473
42 C 10.59771 15.07563 15.17687
43 C 10.20727 16.33248 14.65592
44 C 11.12079 17.10643 13.94607
45 C 12.40769 16.61491 13.78314
46 C 12.76898 15.35196 14.23950
47 S 10.65217 18.71783 13.40210
48 O 9.91386 19.29341 14.48448
49 O 11.80930 19.45946 13.00688
50 N 9.65465 18.41774 12.16504
51 C 9.96606 17.54949 11.19367
52 N 9.04425 17.32353 10.24738
53 C 9.41490 16.61628 9.18295
54 C 10.70544 16.05532 9.00880
55 C 11.55286 16.24850 10.08689
56 N 11.21800 16.98302 11.13392
57 H 11.71793 12.54649 15.15351
58 H 13.19155 13.14932 15.33571
59 H 9.93382 14.47980 15.80407
60 H 9.18091 16.60041 14.70613
61 H 13.15104 17.20770 13.27370
62 H 13.77640 14.99392 14.03201
63 H 8.58038 16.53885 8.41225
64 H 11.04684 15.50905 8.09078
65 H 12.47862 15.76844 10.23926
66 C 18.42336 16.90811 9.51916
67 N 17.68822 15.69301 9.39439
68 C 17.16714 15.14709 10.63515
69 C 16.68510 13.73255 10.46501
70 C 15.78572 13.59039 9.21944
71 N 16.18967 14.44924 8.13702
72 C 15.51252 14.09689 6.94538
73 C 17.16155 15.40044 8.15527
74 O 17.54048 15.99695 7.14718
75 H 17.73180 17.64012 9.93106
76 H 18.73943 17.22802 8.54685
77 H 19.24892 16.82512 10.24096
78 H 16.29196 15.79537 10.98458
79 H 17.96959 15.16868 11.37307
80 H 16.13327 13.39008 11.41656
81 H 17.55298 13.11622 10.32882
82 H 14.78690 13.88934 9.55229
83 H 15.78167 12.54732 8.82470
84 H 15.47327 15.02489 6.38866
85 H 14.51715 13.78156 7.26389
86 H 15.97376 13.26630 6.34840


(3)
Below is C32H38AsInN5OS2 as an isolated structure at a distorted geometry, with properties calculated with ωB97M-V/def2-TZVPD.

Summary:
M   762.56 g/mol
Total charge   +1
DFT total energy   -4813.35389 Eh
F_max   2.00 eV/A

Cartesian coordinates (Å):
1 In 0.63442 0.16612 0.54122
2 C -3.67249 0.96531 1.86598
3 C -2.98941 -0.25531 1.32617
4 C -2.54282 -1.25514 2.18293
5 C -1.94525 -2.40589 1.68626
6 C -1.46130 -3.50447 2.58608
7 C -1.82389 -2.55850 0.31277
8 C -2.28946 -1.58964 -0.56527
9 C -2.24880 -1.86275 -2.03861
10 C -2.85264 -0.43076 -0.04504
11 H -4.72716 0.74836 2.03878
12 H -3.60929 1.78920 1.15788
13 H -3.23320 1.27841 2.81096
14 H -2.69005 -1.14176 3.24883
15 H -2.09109 -4.38645 2.47360
16 H -1.47735 -3.20661 3.63105
17 H -0.44270 -3.78657 2.30505
18 H -1.38597 -3.46351 -0.08648
19 H -2.97790 -2.63378 -2.29337
20 H -1.26191 -2.23140 -2.30992
21 H -2.48654 -0.97308 -2.61871
22 H -3.24532 0.32397 -0.71425
23 C -0.49696 0.76828 4.82685
24 C -0.75605 2.12919 4.82437
25 C -0.69423 2.86046 3.65141
26 C -0.38429 2.22986 2.44286
27 C -0.13849 0.87006 2.48194
28 C -0.16971 0.13002 3.63667
29 C -0.37209 2.95732 1.16410
30 C -0.15937 4.35209 1.10705
31 C -0.21111 4.99086 -0.09894
32 C -0.56625 4.26354 -1.25458
33 C -0.78127 4.85683 -2.51416
34 C -1.19655 4.10284 -3.57745
35 C -1.40342 2.72153 -3.42993
36 C -1.16901 2.10933 -2.22779
37 C -0.74999 2.86232 -1.11337
38 N -0.58921 2.24713 0.07582
39 H -0.54253 0.20467 5.74750
40 H -0.99771 2.63176 5.74942
41 H -0.91991 3.91571 3.67083
42 H 0.04729 -0.93023 3.61408
43 H 0.07877 4.89405 2.00590
44 H -0.00122 6.04751 -0.17782
45 H -0.64107 5.92194 -2.61414
46 H -1.39045 4.56840 -4.53017
47 H -1.75717 2.14809 -4.27488
48 H -1.32341 1.04881 -2.08133
49 C 4.06932 -2.45557 -0.04485
50 As 2.40373 -2.95060 0.81139
51 C 2.63454 -2.95947 2.73991
52 C 2.02811 -4.76552 0.21278
53 O 1.14160 -1.99813 0.34187
54 H 4.72674 -3.32314 -0.06842
55 H 4.55482 -1.64789 0.50056
56 H 3.85130 -2.12673 -1.06178
57 H 3.48385 -3.59481 2.99001
58 H 1.73499 -3.34585 3.22325
59 H 2.82415 -1.93957 3.08168
60 H 2.81843 -5.44824 0.52836
61 H 1.98173 -4.75289 -0.87845
62 H 1.07135 -5.11008 0.60758
63 C 1.20602 -2.66924 -4.27160
64 C 0.44189 -1.35870 -4.47074
65 C 0.94491 -0.31700 -3.53933
66 N 0.89318 -0.39248 -2.26580
67 N 1.42504 0.65301 -1.61329
68 C 1.88663 1.59592 -2.40668
69 N 2.42424 2.74251 -2.02768
70 S 1.70976 1.17279 -4.09558
71 H 0.76898 -3.44464 -4.89392
72 H 1.15721 -2.96983 -3.22560
73 H 2.24821 -2.54953 -4.55538
74 H -0.61475 -1.53197 -4.25695
75 H 0.53262 -1.01346 -5.50169
76 H 2.50612 2.97741 -1.02625
77 H 2.71720 3.41332 -2.71470
78 S 3.11446 0.49836 1.53036
79 C 2.83726 2.03397 1.07942
80 N 2.58188 3.08992 0.67139